Density functional theory data (ωB97M-V with the def2-TZVPD basis set) for a molecular structure, C4H10O at a distorted geometry.

Values from the calculation:
**HOMO level**: -7.67 eV
**LUMO**: -0.34 eV
**Total energy**: -233.45833 Eh

XYZ file:
```
15
Properties=species:S:1:pos:R:3:mulliken_charge:R:1
C 0.53288 -1.04731 1.30294 -0.546
O -2.10458 0.08044 0.51558 -0.951
C 0.77710 0.21885 0.79619 -0.034
C 1.01622 0.36628 -0.74791 -0.475
C -0.29167 0.51166 -1.52289 -1.014
H 0.33967 -1.19279 2.40313 0.251
H 0.44886 -2.03085 0.90467 0.258
H -2.90409 -0.22217 0.87035 0.144
H -0.41974 -0.24268 0.97664 0.358
H 0.99111 1.01756 1.46328 0.396
H 1.68326 1.25441 -0.82479 0.285
H 1.72291 -0.46043 -1.01258 0.329
H 0.05868 0.46198 -2.55919 0.312
H -0.76618 1.50344 -1.39395 0.313
H -1.08443 -0.21839 -1.17147 0.374
```